## 1
Below is a 2-piece molecular cluster, C2H4O4 overall, with properties calculated with ωB97M-V with the def2-TZVPD basis set.

LUMO level ... 0.01369 Ha
HOMO energy ... -0.392 Ha
Frontier orbital gap ... 11.0 eV
Structure (SMILES) ... O=CO.O=CO
Charge ... 0

```
10
C2H4O4 (ωB97M-V with the def2-TZVPD basis set)
O -0.394 -3.204 -1.144
O -1.397 -4.964 -0.077
C -0.361 -4.320 -0.619
H -1.097 -5.848 0.272
H 0.519 -4.985 -0.725
O -4.083 6.742 -0.326
O -2.109 6.746 0.968
C -3.025 6.253 0.142
H -1.351 6.100 0.995
H -2.738 5.226 -0.158
```

Mulliken population analysis, charges in e, atoms 1 to 6:
1 O -0.46
2 O -0.40
3 C 0.30
4 H 0.37
5 H 0.20
6 O -0.47

=====

## 2
Below is a 2-piece molecular cluster, C2H4O4 overall, with properties calculated with ωB97M-V with the def2-TZVPD basis set.

LUMO level ... 0.01788 Ha
HOMO energy ... -0.349 Ha
Frontier orbital gap ... 10.0 eV
Structure (SMILES) ... O=C(O)O.C=O
Charge ... 0

```
10
C2H4O4 (ωB97M-V with the def2-TZVPD basis set)
C 0.196 0.402 -0.703
C -0.671 -0.351 1.377
O -0.965 0.674 -0.264
O 0.296 -1.077 0.960
O 1.232 1.185 -0.455
O 0.411 -0.383 -1.750
H 2.010 0.778 -0.872
H -0.369 -0.959 -1.822
H -0.467 0.516 2.023
H -1.674 -0.784 1.505
```

Mulliken population analysis, charges in e, atoms 1 to 6:
1 C 0.88
2 C 0.03
3 O -0.60
4 O -0.62
5 O -0.41
6 O -0.44

=====

## 3
Below is C2H4O4 as an isolated structure, with properties calculated with ωB97M-V with the def2-TZVPD basis set.

LUMO level ... 0.02336 Ha
HOMO energy ... -0.366 Ha
Frontier orbital gap ... 10.6 eV
Charge ... 0

```
10
C2H4O4 (ωB97M-V with the def2-TZVPD basis set)
C -0.429 0.977 0.739
C 0.655 -0.975 0.088
O -0.979 -0.129 -1.249
O -0.261 -1.308 -0.894
O -0.028 -0.221 1.123
O 0.085 1.684 -0.169
H -0.266 0.876 -1.242
H -1.247 1.335 1.368
H 1.461 -0.340 -0.298
H 1.010 -1.899 0.536
```

Mulliken population analysis, charges in e, atoms 1 to 6:
1 C 0.32
2 C -0.22
3 O -0.49
4 O -0.16
5 O -0.29
6 O -0.58

=====

Most stable one: 1, least stable one: 3.

=====

## 1
Below is a 2-piece molecular cluster, C2H4O4 overall, with properties calculated with ωB97M-V with the def2-TZVPD basis set.

LUMO level ... 0.00418 Ha
HOMO energy ... -0.401 Ha
Frontier orbital gap ... 11.0 eV
Structure (SMILES) ... O=CO.O=CO
Charge ... 0

```
10
C2H4O4 (ωB97M-V with the def2-TZVPD basis set)
O -1.241 4.522 1.824
O -0.611 3.481 0.000
C -0.321 4.120 1.078
H 0.273 3.057 -0.178
H 0.784 4.204 1.091
O 1.438 -4.233 -1.301
O -0.338 -3.342 -0.217
C 0.275 -4.269 -1.006
H 0.299 -2.638 0.084
H -0.556 -4.902 -1.375
```

Mulliken population analysis, charges in e, atoms 1 to 6:
1 O -0.51
2 O -0.35
3 C 0.31
4 H 0.36
5 H 0.19
6 O -0.48

=====

## 2
Below is a 2-piece molecular cluster, C2H4O4 overall, with properties calculated with ωB97M-V with the def2-TZVPD basis set.

LUMO level ... 0.02310 Ha
HOMO energy ... -0.390 Ha
Frontier orbital gap ... 11.3 eV
Structure (SMILES) ... O=CO.O=CO
Charge ... 0

```
10
C2H4O4 (ωB97M-V with the def2-TZVPD basis set)
O -2.529 3.900 -1.310
O -3.482 2.886 -3.161
C -2.560 3.665 -2.504
H -4.183 2.650 -2.494
H -1.825 3.993 -3.265
O -4.377 7.306 -1.436
O -2.673 6.362 -0.172
C -3.529 7.388 -0.533
H -2.709 5.613 -0.828
H -3.347 8.267 0.116
```

Mulliken population analysis, charges in e, atoms 1 to 6:
1 O -0.62
2 O -0.41
3 C 0.31
4 H 0.35
5 H 0.33
6 O -0.51

=====

Most stable one: 2, least stable one: 1.

=====

## 1
Below is one molecule with the formula C3H5NS2, with properties calculated with ωB97M-V with the def2-TZVPD basis set.

LUMO level ... 0.00621 Ha
HOMO energy ... -0.285 Ha
Frontier orbital gap ... 7.9 eV
Charge ... 0

```
11
C3H5NS2 (ωB97M-V with the def2-TZVPD basis set)
C 0.034 0.215 1.414
C 1.780 0.282 2.952
C -1.212 -0.385 -2.117
N 1.056 0.567 1.964
S -1.186 0.959 0.606
S -2.117 -0.486 -0.552
H 1.429 -0.195 3.908
H 2.839 0.353 3.084
H -1.121 -1.323 -2.677
H -0.137 -0.185 -1.791
H -1.609 0.329 -2.921
```

Mulliken population analysis, charges in e, atoms 1 to 6:
1 C 0.08
2 C -0.30
3 C -0.72
4 N -0.16
5 S -0.09
6 S -0.04

=====

## 2
Below is one molecule with the formula C3H5NS2, with properties calculated with ωB97M-V with the def2-TZVPD basis set.

LUMO level ... -0.04008 Ha
HOMO energy ... -0.324 Ha
Frontier orbital gap ... 7.7 eV
Structure (SMILES) ... CN(C=S)C=S
Charge ... 0

```
11
C3H5NS2 (ωB97M-V with the def2-TZVPD basis set)
C -0.767 1.807 0.021
C -0.716 -0.638 -0.108
C 1.383 0.638 -0.057
H -0.087 2.620 -0.278
H -1.097 1.979 1.043
H -1.626 1.694 -0.667
H -0.089 -1.540 -0.224
H 1.531 1.707 -0.097
N -0.013 0.517 -0.012
S -2.366 -0.706 0.034
S 2.495 -0.601 0.039
```

Mulliken population analysis, charges in e, atoms 1 to 6:
1 C -0.88
2 C -0.04
3 C 0.05
4 H 0.32
5 H 0.33
6 H 0.33

=====

## 3
Below is one molecule with the formula C3H5NS2, with properties calculated with ωB97M-V with the def2-TZVPD basis set.

LUMO level ... -0.00019 Ha
HOMO energy ... -0.321 Ha
Frontier orbital gap ... 8.7 eV
Structure (SMILES) ... NC(=S)[C@H]1CS1
Charge ... 0

```
11
C3H5NS2 (ωB97M-V with the def2-TZVPD basis set)
C -0.579 0.165 1.001
C -0.219 0.407 -0.428
C 1.031 0.628 -1.205
H -0.279 -1.622 0.558
H -0.612 -1.722 2.292
H -1.154 0.961 -0.977
H 2.074 0.015 -0.953
H 0.926 1.567 -1.693
N -0.134 -1.083 1.397
S -1.159 1.447 1.841
S 0.104 -0.763 -1.834
```

Mulliken population analysis, charges in e, atoms 1 to 6:
1 C 0.40
2 C -0.38
3 C -0.51
4 H 0.24
5 H 0.32
6 H 0.32

=====

Most stable one: 2, least stable one: 1.

=====

## 1
Below is an isolated ion of composition C5H10N3 and charge +1, with properties calculated with ωB97M-V with the def2-TZVPD basis set.

LUMO level ... -0.12342 Ha
HOMO energy ... -0.483 Ha
Frontier orbital gap ... 9.8 eV
Structure (SMILES) ... C/N=C(\C)[C@@H]1NC1=[NH2+]
Charge ... +1

```
18
C5H10N3 (ωB97M-V with the def2-TZVPD basis set)
C -0.836 0.370 -0.872
C 0.593 0.269 -0.338
C -2.057 -0.009 -0.133
C 0.660 0.575 1.155
C 2.814 -0.456 -0.537
N -1.913 1.236 -0.207
N 1.523 -0.224 -1.018
N -2.817 -1.022 0.131
H -0.956 0.175 -1.954
H 0.686 -0.427 1.715
H 1.576 0.970 1.345
H -0.195 1.166 1.350
H 2.916 -1.619 -0.698
H 3.638 -0.074 -1.070
H 3.009 -0.127 0.439
H -2.390 2.035 0.043
H -2.492 -1.997 0.153
H -3.758 -0.840 0.496
```

Mulliken population analysis, charges in e, atoms 1 to 6:
1 C -0.42
2 C 0.95
3 C 0.45
4 C -1.48
5 C -0.81
6 N -0.21

=====

## 2
Below is an isolated ion of composition C5H10N3 and charge +1, with properties calculated with ωB97M-V with the def2-TZVPD basis set.

LUMO level ... -0.15639 Ha
HOMO energy ... -0.474 Ha
Frontier orbital gap ... 8.6 eV
Structure (SMILES) ... CN/C(C)=N\C=C=[NH2+]
Charge ... +1

```
18
C5H10N3 (ωB97M-V with the def2-TZVPD basis set)
C -0.631 -0.897 1.334
C 0.430 -0.575 2.100
C -0.423 -0.307 -1.078
C -0.138 -1.113 -2.343
C -0.456 1.985 -0.022
N -0.733 -1.017 0.009
N -0.321 0.998 -1.140
N 1.557 -0.612 2.707
H -1.508 -0.899 1.892
H -1.042 -1.700 -2.789
H 0.753 -1.738 -2.092
H 0.030 -0.282 -3.033
H 0.268 1.651 0.642
H -1.387 1.787 0.364
H -0.260 2.929 -0.534
H -0.226 1.329 -2.010
H 2.186 -1.497 2.578
H 1.902 -0.042 3.414
```

Mulliken population analysis, charges in e, atoms 1 to 6:
1 C -0.31
2 C 0.34
3 C 0.78
4 C -0.91
5 C -0.86
6 N -0.44

=====

## 3
Below is an isolated ion of composition C5H10N3 and charge +1, with properties calculated with ωB97M-V with the def2-TZVPD basis set.

LUMO level ... -0.10993 Ha
HOMO energy ... -0.465 Ha
Frontier orbital gap ... 9.7 eV
Structure (SMILES) ... NCCc1c[nH]c[nH+]1
Charge ... +1

```
18
C5H10N3 (ωB97M-V with the def2-TZVPD basis set)
C -0.212 -1.878 -0.471
C -0.252 -0.510 -1.201
C -0.242 0.672 -0.275
C -0.341 2.005 -0.509
N -0.215 2.621 0.745
C -0.111 1.704 1.681
N -0.133 0.512 1.087
N 1.117 -2.245 -0.102
H -0.676 -2.604 -1.151
H -0.948 -1.864 0.339
H -1.143 -0.480 -1.828
H 0.601 -0.540 -1.880
H -0.450 2.638 -1.367
H -0.270 3.634 0.845
H 0.103 1.896 2.718
H 0.099 -0.312 1.587
H 1.333 -2.869 0.663
H 1.741 -2.379 -0.882
```

Mulliken population analysis, charges in e, atoms 1 to 6:
1 C -0.75
2 C -0.45
3 C 0.45
4 C -0.81
5 N -0.01
6 C -0.13

=====

## 4
Below is an isolated ion of composition C5H10N3 and charge +1, with properties calculated with ωB97M-V with the def2-TZVPD basis set.

LUMO level ... -0.13980 Ha
HOMO energy ... -0.450 Ha
Frontier orbital gap ... 8.4 eV
Structure (SMILES) ... CN(C#[NH+])C/C=C/N
Charge ... +1

```
18
C5H10N3 (ωB97M-V with the def2-TZVPD basis set)
C -0.583 2.385 -1.241
C -0.081 -2.019 -0.065
C 0.936 1.450 0.338
C -1.031 0.187 0.180
C -0.312 -0.971 0.745
N 0.786 -2.993 0.198
N -0.118 1.317 -0.318
N 1.932 1.127 0.820
H -1.106 1.741 -2.069
H -1.358 3.189 -0.715
H -0.737 -2.120 -0.870
H -1.665 -0.187 -0.640
H -1.633 0.667 1.095
H 0.233 2.914 -1.706
H 0.372 -0.750 1.539
H 0.732 -3.888 -0.135
H 1.157 -3.099 1.195
H 2.476 1.051 1.649
```

Mulliken population analysis, charges in e, atoms 1 to 6:
1 C -0.84
2 C 0.09
3 C 0.36
4 C -0.41
5 C -0.82
6 N -0.44

=====

Most stable one: 3, least stable one: 2.

=====

## 1
Below is an isolated ion of composition C5H10N3 and charge +1, with properties calculated with ωB97M-V with the def2-TZVPD basis set.

LUMO level ... -0.18119 Ha
HOMO energy ... -0.453 Ha
Frontier orbital gap ... 7.4 eV
Structure (SMILES) ... C=[N+]=CCC/N=C/N
Charge ... +1

```
18
C5H10N3 (ωB97M-V with the def2-TZVPD basis set)
C 1.467 -0.540 -0.024
C 0.735 0.643 0.436
C -0.559 0.921 -0.268
C 3.921 -0.433 -0.025
C -2.714 -0.020 -0.067
N 2.731 -0.493 -0.111
N -1.428 -0.217 -0.178
N -3.673 -0.947 0.045
H 0.455 0.580 1.568
H 1.520 1.548 0.537
H -1.174 1.673 0.216
H -0.242 1.028 -1.394
H 4.622 -0.401 -1.003
H 4.558 -0.388 0.843
H -3.167 0.922 0.159
H 0.960 -1.407 -0.129
H -3.396 -1.809 -0.329
H -4.616 -0.659 -0.275
```

Mulliken population analysis, charges in e, atoms 1 to 6:
1 C -0.12
2 C -0.55
3 C -0.50
4 C -0.18
5 C -0.04
6 N 0.10

=====

## 2
Below is an isolated ion of composition C5H10N3 and charge +1, with properties calculated with ωB97M-V with the def2-TZVPD basis set.

LUMO level ... -0.14400 Ha
HOMO energy ... -0.477 Ha
Frontier orbital gap ... 9.1 eV
Structure (SMILES) ... C=C/N=C\NC(C)=[NH2+]
Charge ... +1

```
18
C5H10N3 (ωB97M-V with the def2-TZVPD basis set)
C -2.157 -0.091 -0.548
C -0.749 1.147 0.982
C -2.284 -1.361 -0.192
C 1.363 0.091 0.218
C 1.116 0.602 -1.104
N -1.834 0.947 0.316
N 0.410 0.363 1.094
N 2.394 -0.703 0.513
H -2.526 0.285 -1.474
H -0.647 2.055 1.485
H -1.815 -1.787 0.639
H -2.680 -2.022 -0.962
H 1.101 1.719 -1.048
H 0.151 0.278 -1.499
H 1.900 0.501 -1.866
H 0.540 0.179 2.113
H 3.160 -1.089 -0.050
H 2.558 -1.112 1.382
```

Mulliken population analysis, charges in e, atoms 1 to 6:
1 C -0.22
2 C -0.26
3 C -0.63
4 C 0.96
5 C -1.16
6 N -0.27

=====

Most stable one: 2, least stable one: 1.

=====

## 1
Below is an isolated ion of composition C5H10N3 and charge +1, with properties calculated with ωB97M-V with the def2-TZVPD basis set.

LUMO level ... -0.10322 Ha
HOMO energy ... -0.493 Ha
Frontier orbital gap ... 10.6 eV
Structure (SMILES) ... NCCc1c[nH]c[nH+]1
Charge ... +1

```
18
C5H10N3 (ωB97M-V with the def2-TZVPD basis set)
C 1.573 -1.291 -0.468
C 0.182 -0.896 -0.982
C -0.405 0.349 -0.393
C -1.267 1.222 -0.968
N -1.891 1.904 0.073
C -1.474 1.430 1.229
N -0.565 0.504 0.970
N 1.786 -1.040 0.946
H 2.282 -0.706 -1.051
H 1.787 -2.308 -0.797
H -0.561 -1.691 -1.045
H 0.271 -0.683 -2.056
H -1.633 1.406 -1.962
H -2.698 2.513 -0.005
H -1.730 1.739 2.225
H -0.006 -0.023 1.640
H 1.701 -1.881 1.498
H 2.647 -0.549 1.147
```

Mulliken population analysis, charges in e, atoms 1 to 6:
1 C -0.55
2 C -0.63
3 C 0.34
4 C -0.60
5 N -0.05
6 C -0.16

=====

## 2
Below is an isolated ion of composition C5H10N3 and charge +1, with properties calculated with ωB97M-V with the def2-TZVPD basis set.

LUMO level ... -0.15540 Ha
HOMO energy ... -0.519 Ha
Frontier orbital gap ... 9.9 eV
Structure (SMILES) ... C=[N+](C)[C@H]1N=CCN1
Charge ... +1

```
18
C5H10N3 (ωB97M-V with the def2-TZVPD basis set)
C -0.935 0.186 -1.887
C 0.833 -2.085 0.746
C -0.909 1.457 -1.083
C 0.782 0.090 -0.519
C -0.149 -0.254 1.838
N 0.010 -0.625 -1.574
N 0.270 1.302 -0.346
N 0.580 -0.860 0.831
H -1.720 -0.040 -2.559
H 0.850 -2.597 1.677
H 1.402 -2.394 -0.196
H -0.967 2.204 -1.916
H -1.656 1.682 -0.449
H 1.871 -0.061 -0.594
H -1.140 0.074 1.444
H 0.151 0.682 2.229
H -0.166 -0.913 2.634
H 0.894 2.151 -0.277
```

Mulliken population analysis, charges in e, atoms 1 to 6:
1 C -0.08
2 C -0.08
3 C -0.61
4 C -0.27
5 C -0.84
6 N -0.45

=====

Most stable one: 1, least stable one: 2.